The following is a DFT calculation (the ωB97M-V functional and the def2-TZVPD basis) of one molecule with the formula C11H22N2O4.

Each line ends with the Mulliken charge.
Cartesian coordinates (Å):
C  -0.93239  -3.89430  2.10672  -0.670
O  0.10170  -3.27588  1.36872  -0.317
C  1.14370  -2.73958  2.14561  -0.471
C  0.72978  -1.52710  2.99982  -0.970
N  0.10595  -0.51104  2.19113  -0.038
C  -1.23255  -0.35929  2.15927  0.494
O  -1.99317  -0.91727  2.92925  -0.685
C  -1.71925  0.59348  1.07656  -0.708
C  -2.08919  -0.18094  -0.19378  -0.639
C  -0.90428  -0.93514  -0.81763  -0.276
C  0.21769  0.02091  -1.15793  0.544
O  1.10974  0.31526  -0.37871  -0.779
N  0.14989  0.54640  -2.39872  -0.131
C  1.06253  1.56046  -2.86764  -0.730
C  0.41583  2.95844  -2.81997  -0.296
O  1.17473  3.94889  -3.46136  -0.384
C  2.34159  4.33345  -2.77232  -0.689
H  -1.54615  -3.16158  2.63912  0.277
H  -0.52257  -4.61655  2.82165  0.334
H  -1.54956  -4.41746  1.37829  0.210
H  1.57075  -3.51145  2.80369  0.403
H  1.90027  -2.42904  1.41919  0.330
H  1.62205  -1.12075  3.48433  0.352
H  0.00751  -1.82229  3.76451  0.433
H  0.65495  -0.14422  1.41660  0.306
H  -2.61081  1.10014  1.44892  0.378
H  -0.95173  1.33674  0.86006  0.327
H  -2.50143  0.52073  -0.92502  0.382
H  -2.86640  -0.90627  0.05408  0.405
H  -1.24243  -1.44798  -1.71983  0.466
H  -0.53426  -1.68418  -0.11534  -0.177
H  -0.63967  0.32555  -2.98446  0.283
H  1.93555  1.52289  -2.21261  0.314
H  1.36677  1.33972  -3.89459  0.271
H  0.22342  3.23202  -1.77143  0.313
H  -0.53689  2.93509  -3.35854  0.299
H  2.72981  5.20407  -3.29724  0.248
H  3.09960  3.54370  -2.77673  0.285
H  2.11543  4.60407  -1.73463  0.307

* charge: 0
* frontier orbital gap: 9.909 eV
* ΔE to the lowest compared entry with this formula, charge and spin: 1.559 eV
* DFT total energy: -842.8273 Eh